(1)
Molecular formula: C3H8S2
Method: DFT, ωB97M-V with the def2-TZVPD basis set

Geometry (Å):
S  -2.163  -0.378  -0.316
C  -0.919  0.303  0.788
C  0.120  1.209  0.156
C  1.140  0.570  -0.757
S  1.960  -0.573  0.184
H  -2.458  -1.457  0.364
H  -0.623  -0.484  1.531
H  -1.402  0.882  1.536
H  -0.572  2.003  -0.364
H  0.772  1.489  0.973
H  1.846  1.370  -0.975
H  0.713  0.103  -1.644
H  2.935  -1.179  -0.433

Properties
molar mass = 108.23 Da
SMILES = SCCCS
orbital gap = 9.7743 eV

These are the Mulliken partial charges, in e, on atoms 1 to 5: -0.236 -0.678 -0.817 -0.345 -0.289



(2)
Molecular formula: ClH4N2OP
Method: DFT, ωB97M-V with the def2-TZVPD basis set

Geometry (Å):
N  -1.527  -0.810  -0.128
N  -0.128  -0.868  -0.263
O  0.871  2.364  -0.252
P  0.944  -0.189  0.796
Cl  2.611  -0.612  -0.167
H  -1.884  -1.697  0.222
H  -1.787  -0.059  0.506
H  0.155  -1.059  -1.223
H  0.745  2.930  0.510

Properties
molar mass = 114.47 Da
orbital gap (spin up / spin down) = 6.9159 / 8.3332 eV

These are the Mulliken partial charges, in e, on atoms 1 to 5: -0.618 0.043 -0.740 0.376 -0.134



(3)
Molecular formula: H2OS5
Method: DFT, ωB97M-V with the def2-TZVPD basis set

Geometry (Å):
O  2.189  -1.863  0.033
S  -1.447  0.832  0.028
S  -2.951  -0.365  0.767
S  -0.111  -0.139  -1.081
S  2.614  0.822  0.616
S  1.297  -0.870  0.587
H  3.819  0.210  0.723
H  -3.756  -0.342  -0.368

Properties
molar mass = 178.35 Da
orbital gap = 8.5021 eV

These are the Mulliken partial charges, in e, on atoms 1 to 5: -0.486 -0.021 -0.156 -0.039 -0.198



Calculated values (eV) of E_tot for the records, taken in order: -24909.9636 -26901.0706 -56255.2245.